Record 1
Density functional theory data (wB97M-V/def2-TZVPD) for a molecular structure, C15H20ClMnO at a distorted geometry.

XYZ file:
```
38
Properties=species:S:1:pos:R:3
Mn 0.01 0.20 0.67
C 2.09 0.25 1.72
C 2.33 -0.65 0.64
C 1.92 -0.03 -0.57
H 2.72 -1.66 0.71
C 1.51 1.32 -0.27
C 1.58 1.49 1.18
H 1.43 2.41 1.74
H 2.33 0.09 2.77
H 2.04 -0.44 -1.58
H 1.36 2.12 -1.00
C -2.19 0.02 1.08
C -1.63 1.29 1.47
C -1.11 1.92 0.29
H -1.68 1.73 2.47
C -1.31 1.02 -0.82
C -1.97 -0.15 -0.33
H -2.32 -0.99 -0.93
H -2.71 -0.69 1.73
H -0.74 2.95 0.24
H -1.09 1.23 -1.87
O 0.66 -3.20 -0.27
C -0.31 -0.39 -4.43
C 0.30 -1.59 -4.40
C 0.47 0.89 -4.41
C -1.81 -0.30 -4.51
C 0.56 -2.89 -1.45
H 1.38 -1.66 -4.37
H -0.30 -2.50 -4.42
H -0.41 -2.99 -2.00
H 1.40 -2.49 -2.07
H 0.44 1.40 -5.38
H 1.52 0.69 -4.17
H 0.09 1.60 -3.66
H -2.16 -0.36 -5.56
H -2.18 0.65 -4.11
H -2.29 -1.13 -3.97
Cl -0.18 -1.39 2.33
```

Its HOMO energy (spin up / spin down) is -2.01 / -3.17 eV. As for the expectation value of S²: 3.80. The multiplicity is 4. The charge is -1. The calculation puts the gap between HOMO and LUMO (spin up / spin down) at 4.9 / 6.0 eV. For the relative energy (zero: lowest compared OMol25 entry of this formula, charge and spin), the calculation gives 40.6 kcal per mole. As for the molar mass: 306.715 u. The calculation puts the LUMO energy (spin up / spin down) at 2.87 / 2.87 eV.

***

Record 2
Density functional theory data (wB97M-V/def2-TZVPD) for a single C3H7Cl2NS molecule at a distorted geometry.

XYZ file:
```
14
Properties=species:S:1:pos:R:3
N -0.61 0.57 1.42
C 0.09 -0.24 0.49
C -0.88 -1.01 -0.39
S -1.86 0.05 -1.46
C 1.36 0.43 -0.10
Cl 0.96 1.93 -0.97
Cl 2.38 -0.80 -0.97
H -0.09 0.82 2.23
H -1.08 1.38 1.03
H 0.47 -1.10 1.05
H -1.52 -1.54 0.31
H -0.28 -1.66 -1.06
H -0.91 0.43 -2.32
H 1.98 0.74 0.73
```

Its HOMO energy is -8.97 eV. The charge is 0. The calculation puts the gap between HOMO and LUMO at 9.7 eV. For the relative energy (zero: lowest compared OMol25 entry of this formula, charge and spin), the calculation gives 1.4 kcal per mole. As for the SMILES: N[C@@H](CS)C(Cl)Cl. As for the molar mass: 160.069 u. The calculation puts the LUMO energy at 0.70 eV.

***

Record 3
Density functional theory data (wB97M-V/def2-TZVPD) for a gas-phase ion, C2H3O3PS (charge -2) at a distorted geometry.

XYZ file:
```
10
Properties=species:S:1:pos:R:3
C -2.83 0.48 0.05
C 0.68 -0.89 -0.17
O 1.87 1.67 0.15
O 1.41 -0.80 1.09
O 3.40 -0.26 -0.58
P 2.05 0.22 -0.14
S -1.54 -0.66 -0.27
H -2.95 0.76 1.10
H -2.83 1.36 -0.60
H 0.75 -1.88 -0.63
```

Its HOMO energy is 1.24 eV. The charge is -2. The calculation puts the gap between HOMO and LUMO at 5.5 eV. For the relative energy (zero: lowest compared OMol25 entry of this formula, charge and spin), the calculation gives 83.3 kcal per mole. As for the molar mass: 138.084 u. The calculation puts the LUMO energy at 6.76 eV.

***

Number 1: electronic energy -61767.31365 eV. Number 2: electronic energy -40594.61843 eV. Number 3: electronic energy -28386.97370 eV.